147
Properties=species:S:1:pos:R:3:mulliken_charge:R:1 method="wB97M-V/def2-TZVPD" multiplicity=3 orbital_gap_ev="7.2055 / 8.4532" homo_energy_ev="-9.15 / -10.40" energy_ev=-151300.7322 total_charge=+1 s2=2.008 e_lumo_ev="-1.95 / -1.95"
C -3.874 2.091 -3.351 -0.84
C -4.395 0.988 -4.275 -0.65
C -4.675 -0.352 -3.577 -0.31
C -5.514 -0.260 -2.292 -0.69
C -5.213 -1.359 -1.268 -1.17
C -3.747 -1.382 -0.807 0.00
C -3.538 -1.946 0.615 -0.66
C -2.772 -3.276 0.647 -1.57
C -1.229 -3.172 0.610 0.75
C -0.678 -1.955 -0.127 0.11
C 0.826 -1.743 -0.015 -1.81
N 1.678 -2.961 -0.416 0.54
C 2.534 -3.505 0.765 0.00
C 1.914 -4.858 1.183 -1.98
C 1.745 -5.127 2.714 -0.25
C 2.381 -6.430 3.209 -1.42
O 2.139 -3.994 3.492 -0.68
C 4.099 -3.490 0.535 0.87
C 4.730 -4.515 1.527 -1.37
C 6.249 -4.535 1.469 -0.06
O 6.984 -3.736 1.855 -0.37
Br 6.946 -6.187 0.674 -0.19
N 4.723 -2.193 0.835 0.57
C 4.546 -1.694 2.216 -1.13
C 4.594 -1.088 -0.074 0.75
C 5.854 -0.428 -0.539 -1.54
O 3.505 -0.687 -0.376 -0.51
C 4.471 -3.998 -0.900 -0.88
O 5.493 -3.183 -1.406 -0.20
C 6.341 -3.786 -2.396 -0.38
C 6.545 -2.836 -3.556 -1.10
C 3.287 -4.043 -1.868 -1.86
C 2.395 -2.830 -1.718 -0.82
S 1.087 -2.802 -2.990 1.82
C 1.919 -3.126 -4.509 -1.16
O 0.266 -3.940 -2.633 -0.77
O 0.537 -1.480 -3.047 -0.71
H -3.334 2.862 -3.907 0.28
H -4.682 2.605 -2.825 0.32
H -3.195 1.684 -2.592 0.13
H -5.291 1.335 -4.802 0.29
H -3.647 0.805 -5.054 0.37
H -5.210 -0.998 -4.283 0.39
H -3.715 -0.844 -3.384 0.08
H -6.573 -0.333 -2.567 0.41
H -5.395 0.717 -1.813 0.35
H -5.857 -1.218 -0.395 0.47
H -5.469 -2.328 -1.716 0.24
H -3.359 -0.356 -0.860 0.18
H -3.155 -1.962 -1.521 0.25
H -3.025 -1.217 1.250 0.06
H -4.517 -2.112 1.077 0.68
H -3.045 -3.843 1.543 0.47
H -3.103 -3.885 -0.203 0.54
H -0.887 -4.091 0.112 0.29
H -0.827 -3.213 1.631 -0.36
H -1.007 -1.962 -1.166 0.04
H -1.095 -1.043 0.315 0.52
H 1.146 -0.909 -0.638 0.31
H 1.108 -1.507 1.009 0.82
H 0.992 -3.698 -0.622 0.51
H 2.360 -2.788 1.561 0.40
H 0.906 -4.900 0.776 0.73
H 2.439 -5.690 0.703 0.77
H 0.664 -5.205 2.870 0.58
H 1.675 -7.011 3.802 0.35
H 2.716 -7.064 2.386 0.38
H 3.252 -6.233 3.845 0.35
H 2.830 -4.256 4.112 0.41
H 4.458 -4.298 2.560 0.50
H 4.376 -5.514 1.295 0.98
H 3.769 -2.240 2.750 0.32
H 5.486 -1.770 2.768 0.33
H 4.225 -0.650 2.209 0.50
H 5.958 -0.618 -1.610 0.20
H 5.761 0.651 -0.401 0.50
H 6.729 -0.831 -0.033 0.33
H 4.830 -5.030 -0.807 0.62
H 7.292 -4.025 -1.908 0.34
H 5.899 -4.730 -2.738 0.39
H 5.587 -2.540 -3.993 0.14
H 7.080 -1.938 -3.242 0.31
H 7.125 -3.330 -4.340 0.46
H 3.694 -4.107 -2.877 0.93
H 2.691 -4.948 -1.695 0.15
H 2.928 -1.883 -1.793 0.96
H 1.190 -2.800 -5.257 0.48
H 2.102 -4.194 -4.609 0.43
H 2.831 -2.535 -4.585 0.31
C -2.844 8.979 -4.362 -1.69
C -3.288 7.796 -3.493 1.68
C -3.273 8.163 -2.007 -1.28
C -1.863 8.334 -1.446 -0.46
C -1.015 7.089 -1.698 -1.25
C -0.994 6.635 -3.164 1.83
N -2.405 6.593 -3.678 0.34
O -2.999 5.488 -3.440 -0.48
C -0.103 7.549 -4.012 -1.73
C -0.429 5.221 -3.265 -1.93
C -4.695 7.409 -3.932 -1.90
H -3.658 9.703 -4.398 0.46
H -1.973 9.503 -3.983 0.28
H -2.636 8.653 -5.381 0.36
H -3.784 7.371 -1.451 0.36
H -3.857 9.077 -1.874 0.39
H -1.383 9.219 -1.871 0.32
H -1.923 8.511 -0.370 0.38
H 0.019 7.263 -1.387 0.37
H -1.398 6.267 -1.086 0.37
H -0.228 7.330 -5.073 0.37
H 0.938 7.364 -3.746 0.47
H -0.286 8.607 -3.856 0.29
H -0.955 4.529 -2.614 0.36
H 0.623 5.251 -2.973 0.42
H -0.498 4.848 -4.287 0.44
H -4.701 7.083 -4.972 0.44
H -5.339 8.286 -3.839 0.44
H -5.103 6.609 -3.321 0.36
C -2.002 -1.065 6.623 -1.96
C -1.403 -0.943 5.216 1.91
C 0.104 -0.676 5.282 -0.74
C 0.436 0.722 5.799 -0.67
C -0.267 1.801 4.976 -1.24
C -1.780 1.592 4.829 1.69
N -2.023 0.165 4.416 0.35
O -1.928 -0.013 3.152 -0.45
C -2.522 1.952 6.120 -1.57
C -2.325 2.490 3.723 -1.98
C -1.687 -2.254 4.497 -1.68
H -1.714 -2.031 7.037 0.48
H -1.652 -0.309 7.318 0.32
H -3.090 -1.022 6.585 0.37
H 0.521 -0.795 4.276 -0.16
H 0.561 -1.443 5.913 0.46
H 0.172 0.812 6.856 0.37
H 1.515 0.879 5.745 0.40
H -0.107 2.785 5.423 0.38
H 0.177 1.830 3.976 0.37
H -3.565 1.637 6.063 0.36
H -2.502 3.035 6.241 0.45
H -2.083 1.525 7.015 0.29
H -1.782 2.363 2.791 0.33
H -2.228 3.527 4.045 0.46
H -3.379 2.281 3.535 0.45
H -2.759 -2.439 4.416 0.50
H -1.239 -3.065 5.074 0.52
H -1.262 -2.264 3.496 -0.10